88
Properties=species:S:1:pos:R:3 method="wB97M-V/def2-TZVPD" fmax_ev_per_a=0.622 homo_lumo_gap_ev="7.54 / 7.63" spin_multiplicity=6 relative_energy_ev=0.000 homo_energy_ha="-0.2729 / -0.2800" energy_ha=-5348.7284
Mn -1.2176 -0.4971 0.3461
C 2.2951 -4.1040 2.5945
S 1.8839 -2.5420 3.4015
C 0.3062 -2.1544 2.7224
S -0.2790 -0.5938 3.1920
N -0.2764 -3.0176 1.9538
N -1.4198 -2.4546 1.3982
C -2.4509 -3.1898 1.2982
C -3.6818 -2.6055 0.7297
C -4.8546 -3.3410 0.6577
C -5.9732 -2.7406 0.1088
C -5.8752 -1.4374 -0.3533
C -4.6591 -0.7820 -0.2369
N -3.5865 -1.3435 0.3087
H 2.7787 -4.7452 3.3280
H 2.9658 -3.9359 1.7548
H 1.3783 -4.5712 2.2444
H -2.4434 -4.2205 1.6477
H -4.8732 -4.3640 1.0038
H -6.9035 -3.2870 0.0267
H -6.7163 -0.9351 -0.8089
H -4.5327 0.2243 -0.6168
C 2.3597 3.1424 3.1571
N 2.9778 2.5802 1.9568
C 2.9721 3.5963 0.9091
N 1.6562 4.1585 0.6187
C 1.1012 4.6826 1.8626
N 1.0265 3.7029 2.9407
C 0.0563 2.6489 2.6428
P 0.4886 1.6559 1.1320
C 2.2778 1.3692 1.5266
C 0.7641 3.1499 0.0409
H 3.0051 3.9435 3.5239
H 2.2950 2.3634 3.9183
H 3.3860 3.1654 -0.0063
H 3.6200 4.4150 1.2313
H 0.1005 5.0749 1.6682
H 1.7395 5.5044 2.1960
H -0.9271 3.1012 2.4844
H -0.0156 1.9723 3.4977
H 2.7760 0.9787 0.6333
H 2.3401 0.6025 2.3049
H -0.2028 3.6130 -0.1691
H 1.1722 2.8310 -0.9214
N -3.1928 0.7249 2.7933
C -3.2675 1.5070 1.7068
N -2.5280 1.3494 0.6431
C -2.8405 2.3020 -0.3254
C -2.2357 2.4175 -1.5730
C -2.6521 3.4253 -2.4223
C -3.6598 4.3166 -2.0484
C -4.2701 4.2103 -0.8109
C -3.8491 3.1963 0.0379
S -4.4212 2.8142 1.6386
H -2.4075 0.0757 2.8935
H -3.6570 1.0082 3.6383
H -1.4556 1.7264 -1.8697
H -2.1907 3.5190 -3.3955
H -3.9701 5.0947 -2.7303
H -5.0501 4.8979 -0.5174
S -1.7714 -0.8934 -2.2962
C -2.1458 -2.5271 -2.1530
N -2.3921 -3.6492 -2.0061
N 0.7590 -1.2093 -0.3390
S 1.0943 -2.0307 -1.6590
C 1.8277 -0.9062 -2.8486
C 2.0685 -1.3483 -4.1401
C 2.6037 -0.4629 -5.0613
C 2.8800 0.8487 -4.6911
C 2.6174 1.2798 -3.3994
C 2.0825 0.3965 -2.4713
C 2.5117 -3.0386 -1.2965
C 3.6993 -2.4882 -0.8302
C 4.7469 -3.3297 -0.5027
C 4.6107 -4.7066 -0.6557
C 3.4262 -5.2447 -1.1305
C 2.3630 -4.4077 -1.4490
H 1.5915 -1.0509 0.2249
H 1.8368 -2.3662 -4.4249
H 2.7942 -0.7914 -6.0733
H 3.2916 1.5366 -5.4166
H 2.8220 2.3043 -3.1158
H 1.8335 0.7009 -1.4634
H 3.8082 -1.4150 -0.7319
H 5.6740 -2.9133 -0.1333
H 5.4352 -5.3587 -0.4017
H 3.3200 -6.3147 -1.2423
H 1.4245 -4.8134 -1.8004

---

13
Properties=species:S:1:pos:R:3 method="wB97M-V/def2-TZVPD" fmax_ev_per_a=1.870 homo_lumo_gap_ev=9.86 spin_multiplicity=1 relative_energy_ev=0.732 homo_energy_ha=-0.3313 smiles=CN.CS energy_ha=-534.5028
C 1.6446 0.3734 -2.9656
N 0.6786 1.4589 -3.2349
H 2.1142 -0.0113 -3.8725
H 1.1610 -0.4052 -2.3963
H 2.4164 0.8544 -2.3538
H 0.7946 1.8589 -4.1573
H -0.2743 1.1041 -3.2235
C -0.9335 -1.0912 3.8471
S -2.5988 -0.3472 4.1706
H -1.0692 -2.0291 3.3315
H -0.4844 -1.0410 4.8280
H -0.4303 -0.4647 3.1236
H -3.0189 -0.2599 2.9031